(1)
2 unconnected molecules or ions with the total composition C4H10N5O in a non-equilibrium geometry. Source: the Open Molecules 2025 dataset; level of theory: the ωB97M-V functional and the def2-TZVPD basis.

Element x y z (Å)
H  3.386  0.253  1.500
N  2.545  1.068  -0.199
H  -0.164  -2.487  0.459
C  -0.061  -0.884  -0.936
H  -2.179  2.103  -0.511
H  -0.568  -0.480  -1.803
H  -1.112  2.652  0.822
H  1.830  -1.798  0.766
C  -1.361  0.523  0.556
N  -0.332  -2.133  -0.455
H  -1.069  -2.587  -1.084
N  1.490  0.817  -0.970
H  -3.225  -0.035  -0.048
C  2.752  0.147  0.627
C  -1.168  1.940  -0.042
O  -2.477  -0.274  0.572
H  -0.303  2.091  -0.649
N  1.056  -0.376  -0.567
N  1.775  -0.838  0.517
H  -0.812  0.299  1.443

The calculation puts the LUMO energy (alpha / beta) at -4.27 / -4.97 eV. The calculation puts the relative energy (zero: lowest compared OMol25 entry of this formula, charge and spin) at 134.8 kcal per mole. The total energy comes out at -506.999023 Ha. Its total charge is +1. The HOMO-LUMO gap (alpha / beta) comes out at 7.518 / 6.567 eV.

Atomic partial charges in e from the natural (NBO) method, atoms 1 to 2:
1 H 0.25
2 N -0.23

(2)
9 unconnected molecules or ions with the total composition C6H33N2O8 in a non-equilibrium geometry. Source: the Open Molecules 2025 dataset; level of theory: the ωB97M-V functional and the def2-TZVPD basis.

Element x y z (Å)
H  -1.075  -1.640  2.649
H  2.329  1.719  -0.862
H  -2.262  -3.811  -0.014
H  -0.412  -3.049  0.415
N  1.633  0.351  -2.462
C  2.116  0.574  -0.974
C  0.998  0.076  -0.110
O  -0.078  -2.802  1.353
H  2.727  1.286  2.298
H  0.704  2.438  0.654
H  -1.768  -3.515  -1.447
H  -1.023  1.495  1.916
H  0.018  0.653  -0.446
C  1.565  1.056  2.201
H  -0.574  3.297  -2.262
H  -2.259  -2.443  2.206
H  1.893  -0.983  1.590
H  0.751  -2.398  -0.452
C  3.298  -0.324  -0.719
H  1.867  -2.866  -1.508
H  -0.910  3.151  2.264
H  1.334  3.147  2.018
H  2.456  0.122  -2.869
H  0.211  -0.461  1.877
H  -1.669  2.222  0.309
O  -1.963  -1.521  2.300
C  0.815  2.321  1.737
O  -1.857  0.195  -2.384
H  -1.650  -0.848  0.360
H  1.318  1.196  -2.895
H  -2.747  -0.110  -2.691
H  0.419  -3.584  1.525
O  -0.334  2.383  -2.405
H  -2.163  3.724  -0.157
H  4.001  0.055  0.000
H  -0.790  2.162  -3.224
O  -2.094  -0.029  0.229
H  0.725  -0.966  -0.496
H  -3.043  0.035  0.535
O  -1.559  -3.478  -0.543
O  1.000  -2.508  -1.282
O  -2.265  2.969  0.236
C  1.165  -0.114  1.367
H  3.719  -0.883  -1.468
N  -0.458  2.250  2.466
H  0.933  -0.392  -2.605
H  -1.950  0.250  -1.362
H  1.189  0.908  3.232
H  2.927  -1.327  -0.161

The calculation puts the LUMO energy at -2.67 eV. The calculation puts the relative energy (zero: lowest compared OMol25 entry of this formula, charge and spin) at 149.4 kcal per mole. The total energy comes out at -959.451423 Ha. Its total charge is +1. The HOMO-LUMO gap comes out at 8.986 eV.

Atomic partial charges in e from the natural (NBO) method, atoms 1 to 2:
1 H 0.49
2 H 0.25

(3)
A single C4H8O2 molecule in a non-equilibrium geometry. Source: the Open Molecules 2025 dataset; level of theory: the ωB97M-V functional and the def2-TZVPD basis.

Element x y z (Å)
O  -0.047  2.126  -0.440
H  -1.308  0.745  -1.064
C  -0.250  0.787  -0.834
H  0.885  2.368  -0.550
H  0.327  0.568  -1.747
H  1.079  1.120  1.182
H  -0.583  -0.295  1.113
C  1.853  0.530  0.621
H  0.122  -1.722  -1.537
C  -0.075  -0.442  0.149
H  -0.417  -2.573  -0.074
C  -0.515  -1.650  -0.647
O  1.324  -0.653  0.435
H  -1.552  -1.530  -0.965

The calculation puts the LUMO energy at 0.40 eV. The calculation puts the relative energy (zero: lowest compared OMol25 entry of this formula, charge and spin) at 111.6 kcal per mole. The total energy comes out at -307.534608 Ha. The HOMO-LUMO gap comes out at 8.949 eV.

Atomic partial charges in e from the natural (NBO) method, atoms 1 to 2:
1 O -0.70
2 H 0.19

(4)
A molecular structure, C13H35AgClO13P3 in a non-equilibrium geometry. Source: the Open Molecules 2025 dataset; level of theory: the ωB97M-V functional and the def2-TZVPD basis.

Element x y z (Å)
P  1.491  -1.972  -2.799
O  -2.457  -2.978  1.665
O  2.162  -3.111  -1.873
H  1.125  3.266  -0.860
Ag  0.682  0.482  -0.079
C  0.327  3.750  -3.555
H  -2.827  0.205  4.924
H  -1.351  -5.264  -0.090
H  -3.621  0.523  3.435
H  1.398  -1.230  2.198
C  -0.253  2.356  -3.257
O  -0.169  1.991  -1.872
C  -1.901  4.685  2.498
O  -0.779  3.918  2.815
C  -0.759  -4.413  -0.427
H  1.935  0.252  -4.289
H  1.937  1.241  4.398
H  3.606  -2.568  -0.503
H  -1.442  -3.653  -0.806
O  -0.295  -2.384  2.859
H  -0.239  4.279  -4.321
H  -2.020  -0.238  3.423
O  -0.473  1.536  1.765
O  2.832  -1.494  -3.615
H  -1.062  4.550  -2.161
C  -2.635  0.525  3.900
H  -0.766  -2.957  -5.346
H  2.000  2.983  4.810
O  -2.163  1.907  3.761
H  -0.111  -1.358  -4.969
P  -0.802  2.307  2.995
H  0.611  5.168  -1.885
O  -0.803  -1.220  0.583
H  -1.238  -2.229  -3.870
H  1.569  -2.335  3.558
C  0.089  3.233  -1.198
H  1.406  3.796  -3.709
C  2.780  -0.389  -4.539
C  1.581  2.237  4.135
H  0.069  1.545  -3.911
O  0.232  2.054  4.237
C  -0.387  -2.324  -4.545
O  0.704  -0.899  -2.155
H  2.639  -0.850  -5.517
H  -0.670  3.344  -0.424
H  -1.910  -4.917  2.260
H  3.710  0.175  -4.456
C  0.004  4.331  -2.228
H  -3.674  -4.711  2.080
H  -2.377  5.063  3.403
H  -2.801  -4.058  3.412
O  -0.263  -3.842  0.754
H  1.945  2.485  3.138
O  0.675  -2.913  -3.843
H  -2.580  4.049  1.930
C  -2.739  -4.213  2.335
C  2.550  -2.837  -0.533
H  0.835  -0.858  3.830
H  2.512  -3.790  -0.006
H  -1.321  2.410  -3.465
H  -1.612  5.550  1.901
P  -0.921  -2.472  1.365
H  -0.018  -4.658  -1.188
Cl  3.211  0.679  0.869
H  1.937  -2.103  -0.010
C  0.888  -1.638  3.070

The calculation puts the LUMO energy at 0.60 eV. The total energy comes out at -3125.901131 Ha. The HOMO-LUMO gap comes out at 8.377 eV.

Atomic partial charges in e from the natural (NBO) method, atoms 1 to 2:
1 P 2.56
2 O -0.81

(5)
A molecular structure, C53H152AsF6N22O17 in a non-equilibrium geometry. Source: the Open Molecules 2025 dataset; level of theory: the ωB97M-V functional and the def2-TZVPD basis.

Element x y z (Å)
H  1.785  5.127  1.788
H  -3.734  -3.008  0.951
C  -0.032  1.437  4.439
H  2.819  4.606  4.424
H  2.753  6.123  -1.828
F  0.991  -2.015  0.693
C  2.344  2.799  -8.860
C  5.311  -4.665  0.574
C  2.781  -7.042  -1.886
C  -0.737  3.651  0.461
H  -2.624  0.445  -7.603
H  -0.370  2.333  -1.320
H  2.165  7.350  -0.885
O  -4.275  2.636  -1.366
H  2.472  -2.867  1.081
H  0.880  -3.777  -2.230
H  -0.640  1.526  3.538
H  1.763  -6.736  -2.128
H  1.422  1.200  -3.888
O  2.475  2.678  -7.491
H  4.535  1.744  2.419
C  -4.816  2.030  -6.450
H  -3.339  0.847  -1.806
H  0.100  -2.570  -3.348
H  -3.078  0.550  1.777
H  4.052  0.603  3.814
N  -3.700  -5.191  5.995
H  2.677  -4.900  2.544
H  -0.234  -4.309  -3.591
H  -0.681  1.194  5.280
H  -4.179  -0.568  3.011
H  5.926  -3.780  0.739
F  -1.019  -1.875  -0.777
H  5.475  -1.414  -3.156
H  -2.581  -1.526  -6.139
H  1.097  -4.019  3.105
C  -5.271  -1.917  -2.574
C  -2.802  -4.687  0.962
N  0.916  -4.676  3.850
H  5.695  -5.236  -0.271
N  0.151  3.130  -1.657
C  2.969  -5.455  -0.122
H  -0.775  6.736  7.706
H  -4.931  4.094  5.618
H  -1.296  7.351  6.195
C  -4.770  -2.068  -4.112
H  -3.981  4.253  3.328
N  7.891  0.637  1.644
C  -2.381  1.031  -6.717
H  2.712  -2.648  -5.486
H  -3.450  -5.271  1.616
H  -2.618  2.257  -2.589
H  2.766  -7.882  -1.192
C  4.308  0.735  2.763
H  3.326  -3.324  5.426
H  8.354  -0.148  1.209
O  -2.342  0.381  -5.478
H  -4.416  -2.132  -1.933
O  -5.729  -0.575  -2.314
H  4.912  -1.538  -4.787
C  -3.264  -4.858  -0.479
C  -6.957  4.903  -3.031
H  -5.644  3.370  -3.923
H  5.410  -5.389  1.384
C  1.492  1.259  -4.975
C  1.204  2.927  -6.833
H  3.388  6.073  -0.252
H  -3.210  -3.218  -3.461
N  3.495  1.362  -1.562
C  1.429  2.781  -5.283
H  -5.105  2.353  0.152
H  3.922  -3.579  -0.622
H  0.076  5.197  3.618
H  7.436  0.260  2.463
H  3.325  2.637  -9.306
H  1.053  3.129  -1.203
H  -5.909  -2.744  -2.261
C  4.566  -1.454  -3.756
H  7.589  -0.066  -0.917
H  -7.274  2.761  -1.513
H  0.048  -7.267  2.289
H  -6.527  1.882  1.070
H  6.412  1.960  0.989
H  -5.430  2.923  -6.565
H  -5.251  4.325  -1.101
H  3.233  -2.456  -2.486
H  4.891  -0.283  0.285
O  1.847  -6.087  5.336
H  -6.087  1.853  -2.009
H  -3.488  5.948  5.259
H  -4.122  4.268  6.793
H  1.051  2.916  2.575
H  -3.980  4.442  -2.407
H  -3.123  -5.872  -0.852
H  -5.174  1.264  -7.137
H  -2.767  -1.644  2.795
O  0.567  2.728  4.571
C  -3.316  2.278  -6.687
H  -8.019  4.665  -2.965
O  -1.920  -4.385  5.049
C  6.466  -1.960  5.478
H  7.311  -0.274  4.872
H  -2.999  2.813  -5.792
H  0.388  -7.011  0.541
H  -7.371  -0.942  -1.199
H  -2.538  3.205  3.159
C  5.194  -1.534  6.225
H  -4.782  -5.167  3.945
C  -3.045  -4.795  4.964
H  -4.075  1.586  -3.237
H  -0.873  -1.098  -6.148
O  -5.298  0.548  2.642
C  -6.351  -0.573  -1.099
O  4.064  -1.341  5.343
N  2.881  -5.455  3.363
N  4.402  -3.826  -3.493
F  1.252  0.487  0.791
H  3.788  -4.515  -3.083
C  -1.490  -5.401  1.233
H  2.738  3.406  0.795
H  8.597  -2.406  5.944
O  1.486  -3.747  -4.215
C  0.230  5.529  -1.056
C  -3.561  1.794  -2.298
H  -3.399  -4.489  3.102
H  3.156  5.704  2.498
C  2.424  -2.665  -4.434
H  -4.502  -3.992  -4.036
H  0.850  5.365  5.159
C  5.666  -0.162  1.041
H  7.894  -1.124  6.858
N  -3.882  -3.214  -4.214
H  2.757  0.691  -1.400
H  4.992  -3.605  -2.703
C  -3.000  -0.707  4.543
C  7.670  -2.102  6.430
H  -2.356  7.548  7.637
N  -3.840  -4.804  3.955
As  0.132  -0.676  -0.017
H  4.183  -0.438  -3.670
C  -0.307  -7.427  1.271
N  -3.327  2.993  -7.899
H  6.251  0.954  -1.325
C  3.646  2.479  -0.835
H  -0.567  2.908  -4.807
C  -0.578  4.251  -0.964
H  -0.712  -4.991  0.589
H  1.983  3.765  -9.212
H  -1.526  -1.115  5.783
H  2.331  0.763  -5.462
C  -1.673  6.885  7.106
H  3.130  -6.255  0.601
C  -5.984  3.693  -2.939
H  6.270  -2.978  5.143
C  1.538  3.039  3.543
H  0.013  -4.810  4.281
H  -1.599  4.397  -1.319
N  6.876  -1.067  4.423
H  0.624  0.746  -5.390
N  2.569  4.891  2.378
O  3.567  -6.023  -1.292
H  1.021  3.999  -6.913
H  -3.289  1.476  0.340
H  -0.393  -8.501  1.110
C  -3.355  3.505  3.815
O  1.473  5.362  -0.370
H  -2.642  -4.217  -1.104
H  1.921  -5.239  -0.331
H  -1.074  -5.088  2.190
C  -3.015  3.859  5.255
H  0.234  3.616  0.955
F  -0.687  0.721  -0.837
H  -6.504  -2.982  -5.097
O  -1.567  -6.801  1.107
H  -0.382  6.385  -0.770
H  3.372  0.523  2.246
H  3.735  -5.910  3.650
O  5.235  -0.242  2.373
F  -0.895  -0.543  1.419
H  -3.312  -5.379  6.908
H  3.204  -7.233  -2.872
H  2.578  -2.334  4.305
H  -1.825  5.581  4.809
H  6.243  -1.084  0.963
H  0.721  0.665  4.277
H  4.089  1.163  -2.354
H  1.636  2.085  -9.282
H  -5.005  1.618  -5.458
N  2.858  2.612  0.182
O  -2.113  5.557  6.839
H  -6.548  -1.252  -5.147
H  4.190  -2.839  3.868
C  2.471  6.308  -0.791
H  0.294  3.402  -3.545
N  3.317  -3.375  1.301
C  0.492  -3.580  -3.229
H  6.132  -0.633  3.896
O  -3.442  0.165  5.311
C  6.723  0.928  0.828
H  4.967  -2.152  7.094
H  1.151  6.566  3.802
H  -1.581  -1.291  -4.586
H  7.558  -2.842  7.223
C  1.915  -5.445  4.248
C  3.824  -4.228  0.248
N  -5.535  2.061  1.019
H  -6.820  5.604  -2.207
H  -3.826  2.523  3.851
C  -2.622  5.335  5.510
C  -4.784  3.852  -1.966
H  -6.869  5.451  -3.969
H  -2.168  3.218  5.498
H  7.894  1.601  -0.956
H  -5.986  -1.148  -0.248
H  1.872  -1.727  -4.370
C  -5.865  -2.101  -5.157
H  2.180  1.885  0.363
H  -5.342  -2.285  -6.096
O  4.604  3.190  -1.029
H  -2.200  -2.820  0.830
N  0.251  3.444  -4.553
F  1.207  -0.879  -1.441
C  1.001  5.526  4.092
H  -4.512  -5.745  5.761
H  -3.850  3.853  -7.816
H  4.002  -2.657  1.490
N  -1.966  -1.383  4.914
C  7.121  0.887  -0.672
H  -1.750  -2.202  4.364
C  -4.900  1.172  1.702
N  -3.687  1.103  1.191
C  2.032  4.490  3.679
H  -4.332  -4.639  -0.500
C  -1.809  -0.973  -5.603
N  -6.776  2.507  -2.354
H  -1.353  1.323  -6.929
H  0.264  2.470  -7.140
H  -4.168  -1.167  -4.233
N  -3.387  -1.085  3.364
C  3.656  -2.628  -3.476
H  -1.292  4.336  1.101
H  2.375  3.220  -4.968
H  2.291  2.256  3.451
H  -6.495  0.489  -0.898
N  -2.878  -3.320  1.387
H  0.523  5.824  -2.063
H  -1.376  2.784  0.296
C  3.569  -2.537  4.712
H  5.442  -0.514  6.518
H  -3.816  2.367  -8.524
N  -4.214  3.555  6.083

The calculation puts the LUMO energy at 1.79 eV. The total energy comes out at -7429.224084 Ha. Its total charge is -1. The HOMO-LUMO gap comes out at 8.369 eV.

Atomic partial charges in e from the Löwdin method, atoms 1 to 2:
1 H 0.04
2 H 0.08

(6)
A molecular structure, C30H34HfNO8S in a non-equilibrium geometry. Source: the Open Molecules 2025 dataset; level of theory: the ωB97M-V functional and the def2-TZVPD basis.

Element x y z (Å)
H  0.250  3.372  -0.423
O  -5.477  -0.187  5.191
C  -2.035  0.696  5.274
H  -1.022  -2.213  -6.111
H  0.002  2.194  7.525
O  0.963  -2.621  -5.593
C  2.402  -0.508  -1.761
O  3.131  -3.943  -4.462
H  -1.082  4.041  1.905
H  -2.158  3.569  -0.350
H  0.223  2.826  3.932
C  -2.175  2.251  7.543
H  2.384  1.567  2.910
H  -0.663  -2.594  0.818
H  4.260  -0.800  -7.001
H  0.116  0.844  5.399
O  0.369  -0.603  -4.802
C  1.607  -1.578  1.150
O  -5.088  1.943  3.974
C  2.097  -1.937  -1.254
H  -0.837  -2.719  -0.928
H  -3.982  -0.083  1.292
C  1.573  2.036  2.332
H  0.982  1.194  -1.511
C  2.869  -0.596  -3.197
C  3.065  -2.740  -4.631
O  -1.188  0.143  3.066
C  -2.022  1.425  -0.996
H  4.228  -0.056  -5.362
H  3.062  0.082  -1.115
H  -4.356  2.168  7.263
C  0.376  2.900  0.559
H  -2.213  2.828  8.464
H  2.588  0.280  -3.792
S  -4.557  0.750  4.586
C  -3.369  1.893  6.897
H  -0.085  -3.359  -7.140
C  0.417  2.659  2.871
C  -2.598  0.233  -0.464
H  0.217  -1.591  -7.242
H  2.969  -2.469  -0.846
H  -1.540  1.492  -1.973
O  0.312  -0.572  -0.683
C  -3.266  1.137  5.737
C  -0.919  1.890  7.024
H  2.673  -0.451  -6.216
C  2.185  -1.882  -3.727
H  2.078  -2.542  1.397
Hf  -1.173  1.240  1.390
C  -0.832  1.123  5.864
H  -3.727  2.578  1.704
H  -2.577  -0.743  -0.949
H  0.524  -2.702  -2.567
H  3.957  -0.727  -3.236
H  2.372  -0.801  1.198
C  1.015  0.111  -1.718
C  -0.054  -2.425  -6.581
N  -3.460  0.032  3.536
C  -2.378  2.527  -0.145
H  0.853  -1.362  1.915
C  -0.112  -2.788  -0.112
H  2.337  1.824  0.252
C  1.535  2.146  0.931
C  1.069  -1.606  -4.718
C  -0.322  3.267  1.785
C  -3.331  0.576  0.726
H  1.997  -3.711  -2.573
C  3.723  -0.762  -6.046
C  -2.215  0.207  3.913
O  3.830  -2.139  -5.567
C  1.627  -2.678  -2.521
H  0.472  -0.061  -2.665
H  0.321  -3.794  -0.073
C  0.970  -1.718  -0.230
C  -3.193  2.013  0.951

The calculation puts the LUMO energy (alpha / beta) at 2.02 / 2.02 eV. The total energy comes out at -2266.411219 Ha. Its total charge is -1. The HOMO-LUMO gap (alpha / beta) comes out at 3.023 / 3.016 eV.

Atomic partial charges in e from the Löwdin method, atoms 1 to 2:
1 H 0.10
2 O -0.33